Molecular formula: H12MgO6
Method: DFT, ωB97M-V/def2-TZVPD

Summary:
E_LUMO (eV): -10.006
Relative energy (zero: lowest compared OMol25 entry of this formula, charge and spin) (kJ/mol): 488.1
DFT total energy (a.u.): -658.14403
HOMO level (eV): -19.2
Net charge: +2
Orbital gap (eV): 9.171

Each line ends with the Löwdin charge.
Atoms and positions in Å:
1 Mg 0.1501 -0.0467 -0.1220  1.411
2 O 1.6633 -0.0781 2.5284  -0.035
3 H 1.3981 0.6835 3.0439  0.056
4 H 2.3546 -0.4899 3.0468  0.068
5 O 2.5798 -0.6027 -1.6853  -0.031
6 H 2.7943 -1.1168 -2.4637  0.070
7 H 3.4242 -0.4400 -1.2650  0.065
8 O 0.4244 2.9759 -0.0324  -0.035
9 H 0.3949 3.4872 -0.8411  0.063
10 H 0.6825 3.6058 0.6405  0.065
11 O -2.1565 -0.1599 1.7255  -0.033
12 H -2.5221 -0.7541 2.3808  0.070
13 H -2.7847 0.5607 1.6779  0.062
14 O -0.3929 -2.9231 -0.4935  -0.032
15 H -0.5008 -3.6075 0.1670  0.068
16 H -0.8288 -3.2701 -1.2719  0.066
17 O -1.9773 0.5221 -2.1239  -0.031
18 H -1.8405 0.8466 -3.0139  0.067
19 H -2.8627 0.8071 -1.8979  0.066

Molecular formula: H12MnO6
Method: DFT, ωB97M-V/def2-TZVPD

Summary:
E_LUMO (spin up / spin down) (eV): -9.934 / -9.884
2S+1: 6
Relative energy (zero: lowest compared OMol25 entry of this formula, charge and spin) (kJ/mol): 442.6
DFT total energy (a.u.): -1608.98675
HOMO level (spin up / spin down) (eV): -18.8 / -18.8
Net charge: +2
Orbital gap (spin up / spin down) (eV): 8.854 / 8.894

Each line ends with the Mulliken spin population.
Atoms and positions in Å:
1 Mn 0.1608 0.1547 -0.0446  4.954
2 O 1.6209 -1.2772 -2.1373  0.010
3 H 2.2639 -1.9249 -1.8485  -0.001
4 H 1.5885 -1.3788 -3.0885  -0.001
5 O -2.6286 -1.1881 -0.7680  0.006
6 H -3.2416 -1.2171 -1.5026  0.000
7 H -3.1601 -1.4087 -0.0031  0.000
8 O 0.7000 -2.3884 1.6987  0.007
9 H 0.2090 -3.0648 2.1652  0.000
10 H 1.5993 -2.7157 1.6783  0.000
11 O -1.5678 1.2374 2.1027  0.009
12 H -2.2787 1.0192 2.7054  0.000
13 H -1.4391 2.1793 2.2144  0.000
14 O 2.6620 1.4278 0.8192  0.010
15 H 3.4838 1.0364 0.5231  0.000
16 H 2.8543 1.7536 1.6984  0.000
17 O -0.7785 2.2759 -1.8975  0.009
18 H -1.2789 2.2933 -2.7133  -0.001
19 H -0.7692 3.1863 -1.6021  -0.001

Molecular formula: H12N4O18Zn2
Method: DFT, ωB97M-V/def2-TZVPD

Summary:
E_LUMO (eV): -2.139
Relative energy (zero: lowest compared OMol25 entry of this formula, charge and spin) (kJ/mol): 0.0
DFT total energy (a.u.): -5138.73140
HOMO level (eV): -9.0
Orbital gap (eV): 6.834

Each line ends with the Löwdin charge.
Atoms and positions in Å:
1 Zn -0.7816 -2.8432 0.7697  0.823
2 Zn 2.6404 1.8750 -1.7158  0.910
3 N 3.1477 3.2304 1.1460  -0.571
4 O 2.8233 2.5360 0.1133  -0.157
5 O 4.3441 3.3472 1.4022  0.008
6 O 2.2663 3.6692 1.8510  0.052
7 N 0.7288 4.2187 -2.2953  -0.554
8 O 1.1559 2.9783 -2.2884  -0.175
9 O 0.3325 4.6889 -1.2602  0.078
10 O 0.8265 4.8315 -3.3463  0.033
11 N -3.6979 -1.6266 1.2397  -0.540
12 O -2.4792 -2.0207 1.3379  -0.141
13 O -4.3431 -2.0270 0.2674  -0.005
14 O -4.1517 -0.9303 2.1108  0.101
15 N 0.0630 0.1938 -0.5419  -0.506
16 O -0.0577 -0.9045 0.0640  -0.084
17 O -0.8527 0.9876 -0.5300  0.106
18 O 1.1495 0.4713 -1.0815  -0.057
19 O 0.0905 -2.1993 2.4508  -0.033
20 H 0.5326 -2.5789 3.2145  0.098
21 H -0.1265 -1.2569 2.6621  0.063
22 O 0.8738 -3.5331 -0.1684  -0.001
23 H 1.0614 -4.3902 -0.5666  0.105
24 H 1.6964 -3.0338 -0.1699  0.094
25 O -0.6884 0.5891 2.6550  -0.024
26 H -0.7729 0.7799 1.7135  0.026
27 H 0.0209 1.1686 2.9572  0.068
28 O 3.7914 0.2846 -1.3782  -0.004
29 H 4.7196 0.1607 -1.6049  0.107
30 H 3.4305 -0.5757 -1.1466  0.085
31 O -4.0625 0.3786 -1.5547  -0.050
32 H -4.1251 -0.5762 -1.4590  -0.003
33 H -3.3390 0.6411 -0.9790  0.011
34 O -1.8105 -2.9695 -1.0350  -0.032
35 H -1.6386 -2.4478 -1.8258  0.096
36 H -2.7675 -3.1165 -1.0073  0.073

Molecular formula: H12N7P2
Method: DFT, ωB97M-V/def2-TZVPD

Summary:
E_LUMO (eV): -3.139
Relative energy (zero: lowest compared OMol25 entry of this formula, charge and spin) (kJ/mol): 14.7
DFT total energy (a.u.): -1073.04407
HOMO level (eV): -13.6
Net charge: +1
Orbital gap (eV): 10.490

Each line ends with the Löwdin charge.
Atoms and positions in Å:
1 N -0.1096 0.7438 0.7668  -0.301
2 N -0.8340 -1.2338 -1.0537  -0.059
3 N -2.2776 -0.4556 1.0544  -0.014
4 N -1.8921 1.1837 -1.1454  -0.051
5 N 2.1153 2.0347 1.0801  -0.057
6 N 1.2730 1.2360 -1.5458  -0.133
7 N 1.0891 -2.2439 0.5685  -0.022
8 P -1.2820 0.0835 -0.1343  0.426
9 P 1.1271 1.3169 -0.0241  0.615
10 H -0.7479 -1.2277 -2.0910  0.098
11 H -0.0208 -1.5171 -0.5655  -0.069
12 H -2.1248 -0.1875 1.9654  0.034
13 H -2.5915 -1.3322 0.7906  0.034
14 H -2.3721 2.0702 -1.0676  0.090
15 H 1.5887 -3.0673 0.2049  0.052
16 H 1.6403 2.1833 1.9716  0.077
17 H 2.9955 2.4312 0.8675  0.061
18 H 2.1351 1.2443 -2.0265  -0.005
19 H -2.0538 0.6551 -2.0191  0.078
20 H 0.5493 -2.4823 1.4019  0.035
21 H 1.7928 -1.4356 1.0015  0.110

Molecular formula: H12NO4
Method: DFT, ωB97M-V/def2-TZVPD

Summary:
E_LUMO (eV): -3.012
Relative energy (zero: lowest compared OMol25 entry of this formula, charge and spin) (kJ/mol): 73.3
DFT total energy (a.u.): -362.68991
HOMO level (eV): -15.1
Net charge: +1
Orbital gap (eV): 12.119

Each line ends with the Löwdin charge.
Atoms and positions in Å:
1 N 0.3019 -0.7225 0.0797  0.323
2 H 0.6263 -0.3560 0.9734  0.112
3 H 0.5313 0.0146 -0.6026  0.076
4 H -0.6952 -0.9340 0.1275  0.128
5 H 0.7994 -1.5801 -0.1460  0.153
6 H -1.2654 2.4194 0.2310  0.062
7 H -0.6136 3.2622 -0.7850  0.068
8 O -0.5368 2.3760 -0.4044  -0.051
9 H -3.7093 -0.9345 -1.5084  0.047
10 H -3.4475 -2.1715 -0.6530  0.045
11 O -3.0752 -1.3158 -0.8927  -0.060
12 H 2.4272 1.3202 -2.1945  0.072
13 H 0.9339 1.5222 -1.6501  0.016
14 O 1.7479 1.0092 -1.5899  -0.052
15 H 2.6934 -1.1724 2.6904  0.057
16 H 1.5495 -1.6186 3.5653  0.059
17 O 1.7322 -1.1183 2.7594  -0.053

Molecular formula: H12NO4
Method: DFT, ωB97M-V/def2-TZVPD

Summary:
E_LUMO (eV): -3.047
Relative energy (zero: lowest compared OMol25 entry of this formula, charge and spin) (kJ/mol): 75.4
DFT total energy (a.u.): -362.68911
HOMO level (eV): -15.5
Net charge: +1
Orbital gap (eV): 12.419

Each line ends with the Löwdin charge.
Atoms and positions in Å:
1 N 0.3901 -0.5476 -0.1859  0.239
2 H -0.0925 0.3197 0.0209  0.096
3 H 0.7038 -0.3641 -1.1460  0.107
4 H 1.1322 -0.6633 0.5480  0.098
5 H -0.2382 -1.3258 -0.0280  0.115
6 H -2.1511 0.4149 0.7942  0.036
7 H -2.2731 -0.2204 2.2230  0.078
8 O -1.7107 -0.1602 1.4268  -0.063
9 H 2.4133 -0.7695 2.2724  0.078
10 H 1.1839 -0.2076 2.9173  0.075
11 O 1.7111 -0.1234 2.1157  -0.036
12 H 2.3227 1.2369 -2.6143  0.059
13 H 1.9565 1.9704 -1.3554  0.069
14 O 1.6251 1.2865 -1.9591  -0.043
15 H -2.4154 -0.0936 -2.2482  0.068
16 H -2.1189 -1.3541 -1.5298  0.062
17 O -2.0151 -0.4023 -1.4298  -0.039

Molecular formula: H12NO4
Method: DFT, ωB97M-V/def2-TZVPD

Summary:
E_LUMO (eV): -2.919
Relative energy (zero: lowest compared OMol25 entry of this formula, charge and spin) (kJ/mol): 70.2
DFT total energy (a.u.): -362.69109
HOMO level (eV): -15.2
Net charge: +1
Orbital gap (eV): 12.322

Each line ends with the Löwdin charge.
Atoms and positions in Å:
1 N -0.1193 0.3251 -0.3665  0.296
2 H 0.2193 1.2783 -0.2161  0.103
3 H -0.1269 0.2835 -1.3887  0.122
4 H -1.0533 0.1327 0.0359  0.081
5 H 0.4615 -0.4015 0.0530  0.136
6 H -2.8124 -1.2271 0.7885  0.073
7 H -3.6568 -0.4642 -0.0655  0.073
8 O -2.7142 -0.5290 0.1230  -0.045
9 H 2.4672 2.1767 1.2818  0.064
10 H 2.1124 2.9661 0.0328  0.066
11 O 1.8719 2.1673 0.5214  -0.051
12 H 1.4806 -1.9613 -3.0457  0.050
13 H 0.9106 -0.8960 -3.8779  0.062
14 O 1.0707 -1.0949 -2.9349  -0.065
15 H -0.2329 -1.3405 3.4927  0.046
16 H 0.3875 -0.1324 2.8664  0.030
17 O -0.1426 -0.8947 2.6549  -0.041

Molecular formula: H12O14SV2
Method: DFT, ωB97M-V/def2-TZVPD

Summary:
E_LUMO (eV): -2.822
Relative energy (zero: lowest compared OMol25 entry of this formula, charge and spin) (kJ/mol): 159.8
DFT total energy (a.u.): -3346.77178
HOMO level (eV): -9.4
Orbital gap (eV): 6.564

Each line ends with the Löwdin charge.
Atoms and positions in Å:
1 O -4.6804 10.1687 -14.5122  -0.298
2 V -5.5595 11.2963 -13.8263  0.872
3 O -6.5557 11.8801 -14.8846  -0.270
4 O 0.3252 10.7456 -14.6320  -0.256
5 V -0.7798 10.8439 -13.5475  1.102
6 O -1.7323 9.5728 -13.7125  -0.305
7 S -3.2533 13.1091 -14.5268  0.398
8 O -2.8835 14.4660 -14.5682  -0.236
9 O -3.7920 12.6824 -15.8048  -0.318
10 O -2.0401 12.1889 -14.2446  -0.428
11 O -4.2722 12.8041 -13.4133  -0.412
12 O -2.5601 10.0207 -16.6196  -0.072
13 H -2.7072 9.3936 -15.9013  -0.008
14 H -2.9434 10.8597 -16.3028  -0.009
15 O -7.3761 9.6776 -13.2634  -0.033
16 H -7.4860 9.0526 -12.5384  0.072
17 H -8.0340 9.4255 -13.9244  0.091
18 O -5.7741 13.4326 -17.5633  -0.086
19 H -5.1997 12.9422 -16.9325  -0.012
20 H -5.7038 12.9412 -18.3876  0.025
21 O -3.8920 7.2320 -14.3434  -0.062
22 H -3.7030 7.9106 -13.6824  -0.004
23 H -3.2983 6.5017 -14.1334  0.036
24 O -4.8945 10.6014 -11.7282  -0.054
25 H -5.4036 10.0068 -11.1634  0.081
26 H -4.3566 11.1327 -11.1273  0.088
27 O -6.8938 12.5080 -12.2793  -0.060
28 H -7.4092 12.2081 -11.5212  0.076
29 H -6.4221 13.2989 -11.9724  0.085